[1]
Formula: C27H19BrGeNO5SbSe4Tc
Source: the Open Molecules 2025 dataset
Level of theory: the ωB97M-V functional and the def2-TZVPD basis

Values from the calculation:
expectation value of S²	0.762
DFT total energy	-436698.683	eV
energy above the lowest of the compared OMol25 structures with the same formula, charge and spin	26.0	kcal per mole

```
! wB97M-V def2-TZVPD RIJCOSX def2/J DEFGRID3
* xyz 2 2
Tc -0.090 0.571 0.450
O -3.986 -3.025 3.066
C -3.036 -2.416 2.703
C -2.059 -2.805 1.567
O -2.112 -3.756 0.840
C -1.077 -1.710 1.539
C -1.398 -0.675 2.358
O -0.834 0.511 2.248
C -2.577 -1.026 3.215
O -3.065 -0.365 4.077
O -0.075 -1.580 0.607
Se 5.342 4.080 1.038
Sb 4.904 2.155 -0.088
Se 2.143 0.360 1.280
Se 1.526 2.476 0.581
Se 2.570 2.700 -1.480
Br -1.478 0.650 -1.879
C -2.238 1.997 -0.755
C -3.442 2.605 -0.992
C -3.846 3.526 -0.029
C -3.059 3.757 1.094
C -1.881 3.056 1.252
N -1.472 2.188 0.311
H -4.030 2.381 -1.870
H -4.783 4.054 -0.153
H -3.367 4.460 1.854
H -1.251 3.151 2.126
C 0.806 -4.390 1.525
Ge 0.950 -3.192 0.011
C 0.045 -3.830 -1.561
C -0.040 -5.215 -1.690
C -0.680 -5.784 -2.782
C -1.259 -4.973 -3.746
C -1.193 -3.589 -3.623
C -0.539 -3.028 -2.540
C 2.739 -2.434 -0.019
C 3.414 -2.538 1.179
C 4.733 -2.062 1.335
C 5.379 -1.515 0.265
C 4.734 -1.392 -0.993
C 5.401 -0.804 -2.095
C 4.761 -0.635 -3.291
C 3.425 -1.057 -3.435
C 2.766 -1.645 -2.391
C 3.397 -1.839 -1.140
H 1.682 -5.041 1.511
H -0.092 -4.995 1.452
H 0.809 -3.863 2.481
H 0.382 -5.872 -0.936
H -0.735 -6.861 -2.873
H -1.766 -5.416 -4.593
H -1.650 -2.958 -4.374
H -0.484 -1.947 -2.458
H 2.940 -2.998 2.038
H 5.230 -2.164 2.291
H 6.406 -1.177 0.359
H 6.437 -0.508 -1.978
H 5.282 -0.200 -4.133
H 2.924 -0.935 -4.387
H 1.758 -1.998 -2.540
*
```

---

[2]
Formula: C27H19Cl2N4O4RuTe
Source: the Open Molecules 2025 dataset
Level of theory: the ωB97M-V functional and the def2-TZVPD basis

Values from the calculation:
expectation value of S²	8.770
DFT total energy	-77378.752	eV
energy above the lowest of the compared OMol25 structures with the same formula, charge and spin	0.0	kcal per mole

```
! wB97M-V def2-TZVPD RIJCOSX def2/J DEFGRID3
* xyz 0 6
Ru -1.107 0.271 -0.553
O -0.818 -3.621 0.947
C -1.251 -2.631 0.365
O -1.288 -1.439 0.814
C -1.695 -2.780 -1.082
C -1.999 -4.011 -1.632
C -2.419 -4.056 -2.953
C -2.498 -2.878 -3.681
C -2.147 -1.690 -3.063
N -1.760 -1.649 -1.790
H -1.904 -4.894 -1.016
H -2.679 -5.000 -3.412
H -2.817 -2.873 -4.713
H -2.163 -0.743 -3.590
Cl -4.294 3.807 -2.370
C -3.689 3.723 -0.754
C -4.038 4.746 0.148
C -3.599 4.716 1.439
Cl -4.055 5.986 2.538
C -2.774 3.658 1.898
C -2.288 3.519 3.216
C -1.513 2.441 3.548
C -1.194 1.501 2.552
N -1.617 1.619 1.316
C -2.421 2.660 0.973
C -2.894 2.657 -0.378
O -2.567 1.667 -1.162
H -4.667 5.555 -0.193
H -2.542 4.266 3.955
H -1.140 2.303 4.552
H -0.581 0.635 2.774
N 1.860 -3.569 2.485
C 2.742 -2.568 2.721
O 3.745 -2.706 3.398
C 2.419 -1.239 2.096
C 3.035 -0.086 2.567
C 2.685 1.132 2.009
C 1.711 1.160 1.024
N 1.119 0.057 0.565
C 1.500 -1.114 1.071
H 2.051 -4.446 2.939
H 0.943 -3.434 2.076
H 3.771 -0.174 3.356
H 3.142 2.055 2.339
H 1.384 2.095 0.583
H 1.044 -1.992 0.641
Te 0.286 1.444 -2.453
C 2.126 0.414 -2.446
C 2.161 -0.978 -2.420
C 3.374 -1.648 -2.357
C 4.564 -0.935 -2.321
C 4.534 0.452 -2.354
C 3.321 1.125 -2.416
H 1.237 -1.546 -2.439
H 3.388 -2.731 -2.333
H 5.509 -1.458 -2.268
H 5.458 1.015 -2.326
H 3.310 2.208 -2.434
*
```

---

[3]
Formula: C27H19Cl5N6Ru
Source: the Open Molecules 2025 dataset
Level of theory: the ωB97M-V functional and the def2-TZVPD basis

Values from the calculation:
expectation value of S²	0.770
DFT total energy	-102436.368	eV
energy above the lowest of the compared OMol25 structures with the same formula, charge and spin	0.0	kcal per mole

```
! wB97M-V def2-TZVPD RIJCOSX def2/J DEFGRID3
* xyz 1 2
Ru 0.086 1.070 -1.407
C 0.448 -5.262 1.189
C 0.058 -3.831 0.953
C 0.062 -2.905 1.997
C -0.214 -1.574 1.770
C -0.515 -1.107 0.488
N -0.594 0.266 0.213
C -1.255 1.095 1.132
C -2.431 0.650 1.751
C -3.148 1.456 2.607
C -2.741 2.764 2.870
C -3.550 3.668 3.755
C -1.587 3.219 2.252
C -0.836 2.406 1.410
N 0.374 2.950 0.900
C 1.192 3.835 1.516
C 2.240 4.099 0.672
C 1.995 3.312 -0.457
N 0.876 2.619 -0.306
C -0.586 -2.047 -0.545
C -0.282 -3.383 -0.314
N -1.072 -1.688 -1.831
C -1.831 -2.460 -2.641
C -2.135 -1.726 -3.759
C -1.518 -0.492 -3.550
N -0.868 -0.478 -2.392
H 0.086 -5.612 2.155
H 1.535 -5.365 1.189
H 0.051 -5.916 0.415
H 0.319 -3.227 2.998
H -0.148 -0.863 2.582
H -2.776 -0.352 1.537
H -4.051 1.073 3.065
H -4.134 3.094 4.473
H -4.249 4.261 3.161
H -2.914 4.360 4.305
H -1.264 4.239 2.417
H 0.976 4.191 2.507
H 3.072 4.755 0.852
H 2.583 3.188 -1.351
H -0.294 -4.078 -1.143
H -2.121 -3.451 -2.342
H -2.727 -2.033 -4.602
H -1.499 0.375 -4.186
Cl 1.677 -0.447 -4.132
C 2.240 -0.768 -2.516
C 1.794 -0.027 -1.403
C 2.520 -0.270 -0.220
Cl 2.345 0.727 1.192
C 3.469 -1.290 -0.104
Cl 4.263 -1.596 1.391
C 3.786 -2.074 -1.202
Cl 4.926 -3.348 -1.068
C 3.196 -1.782 -2.427
Cl 3.663 -2.690 -3.809
N 0.507 2.858 -4.041
C 0.428 2.130 -3.145
H 0.573 3.483 -4.817
*
```

---

[4]
Formula: C27H19F12N5O2PbSSe4
Source: the Open Molecules 2025 dataset
Level of theory: the ωB97M-V functional and the def2-TZVPD basis

Values from the calculation:
DFT total energy	-349932.005	eV
energy above the lowest of the compared OMol25 structures with the same formula, charge and spin	0.0	kcal per mole

```
! wB97M-V def2-TZVPD RIJCOSX def2/J DEFGRID3
* xyz -2 1
Pb 0.825 0.993 -0.894
C 2.143 -1.702 5.764
C 1.435 -1.176 4.544
C 0.248 -0.500 4.584
C -0.336 -0.115 3.411
C 0.290 -0.163 2.120
N -0.223 0.503 1.100
C -1.562 1.065 1.147
C -1.803 2.336 1.745
C -3.103 2.714 2.085
C -4.151 1.813 1.920
C -5.456 1.967 2.638
C -3.955 0.658 1.177
C -2.632 0.309 0.719
C -2.365 -0.906 -0.142
O -1.220 -0.781 -0.839
C -3.492 -1.025 -1.191
F -4.769 -1.192 -0.725
F -3.233 -2.138 -1.963
F -3.520 0.117 -1.950
C -2.453 -2.195 0.778
F -1.369 -2.298 1.585
F -2.523 -3.371 0.117
F -3.504 -2.026 1.653
C 1.635 -0.797 2.120
C 2.161 -1.225 3.330
C 2.303 -1.337 0.808
O 1.636 -1.045 -0.286
C 2.231 -3.013 0.980
F 3.103 -3.419 2.014
F 0.996 -3.437 1.282
F 2.614 -3.610 -0.153
C 3.851 -0.946 0.553
F 4.680 -1.174 1.641
F 4.306 -1.690 -0.509
F 3.929 0.356 0.190
H 2.778 -0.914 6.204
H 2.723 -2.638 5.497
H 1.407 -1.899 6.543
H -0.262 -0.414 5.576
H -1.304 0.372 3.407
H -0.915 2.990 1.956
H -3.295 3.702 2.487
H -5.850 0.987 2.814
H -6.186 2.572 2.043
H -5.344 2.439 3.600
H -4.780 0.002 0.976
H 3.127 -1.695 3.375
N 0.125 5.080 -3.792
C -0.117 3.780 -3.756
S -1.209 2.999 -2.803
N 0.704 3.083 -4.660
N 0.595 1.822 -4.531
C 1.562 1.031 -4.917
C 1.442 -0.390 -4.624
C 2.069 -1.351 -5.423
C 1.806 -2.680 -5.175
C 0.983 -3.028 -4.088
C 0.407 -2.049 -3.315
N 0.670 -0.751 -3.604
H -0.462 5.690 -3.217
H 0.588 5.531 -4.565
H 2.487 1.413 -5.344
H 2.844 -1.055 -6.150
H 2.245 -3.358 -5.877
H 0.895 -4.020 -3.661
H -0.101 -2.149 -2.353
Se 3.819 1.607 -2.517
Se 4.066 3.887 -2.199
Se 3.979 4.199 0.086
Se 1.786 3.659 0.655
*
```

---

[5]
Formula: C27H19MnN3O3P
Source: the Open Molecules 2025 dataset
Level of theory: the ωB97M-V functional and the def2-TZVPD basis

Values from the calculation:
expectation value of S²	0.804
DFT total energy	-79520.450	eV
energy above the lowest of the compared OMol25 structures with the same formula, charge and spin	3.7	kcal per mole

```
! wB97M-V def2-TZVPD RIJCOSX def2/J DEFGRID3
* xyz 1 2
Mn 0.035 -0.026 -0.375
C 1.564 0.968 5.564
C 2.717 1.399 4.918
C 2.822 1.285 3.543
C 1.768 0.735 2.811
C 0.610 0.311 3.461
C 0.512 0.429 4.839
P 1.813 0.637 1.024
C 3.470 0.213 0.473
C 3.950 0.700 -0.742
C 5.194 0.300 -1.200
C 5.957 -0.591 -0.458
C 5.475 -1.089 0.743
C 4.231 -0.692 1.210
C 1.316 2.170 0.240
C 1.594 3.525 0.416
C 1.027 4.415 -0.479
C 0.191 3.985 -1.520
C -0.123 2.648 -1.684
C 0.459 1.769 -0.776
H 1.489 1.053 6.640
H 3.533 1.823 5.487
H 3.723 1.620 3.042
H -0.214 -0.106 2.894
H -0.384 0.096 5.345
H 3.361 1.392 -1.331
H 5.568 0.686 -2.139
H 6.929 -0.900 -0.819
H 6.064 -1.789 1.320
H 3.858 -1.095 2.143
H 2.240 3.868 1.213
H 1.237 5.472 -0.381
H -0.224 4.719 -2.198
H -0.785 2.308 -2.468
O -3.865 -0.008 1.864
C -4.463 -0.185 0.671
C -5.842 -0.351 0.567
C -6.430 -0.541 -0.666
C -5.667 -0.572 -1.834
C -4.308 -0.405 -1.741
C -3.682 -0.209 -0.497
C -2.251 -0.031 -0.501
O -1.539 -0.079 -1.550
O -1.536 0.169 0.585
H -4.534 -0.008 2.560
H -6.447 -0.332 1.466
H -7.503 -0.668 -0.723
H -6.139 -0.726 -2.794
H -3.686 -0.425 -2.626
N 1.282 -5.401 -3.215
C 1.530 -4.440 -2.631
N 1.866 -3.380 -1.924
C 1.405 -2.319 -1.560
N 1.106 -1.231 -1.150
*
```

---

[6]
Formula: C27H20BrCuIO4P
Source: the Open Molecules 2025 dataset
Level of theory: the ωB97M-V functional and the def2-TZVPD basis

Values from the calculation:
expectation value of S²	0.756
DFT total energy	-168588.425	eV
energy above the lowest of the compared OMol25 structures with the same formula, charge and spin	11.4	kcal per mole

```
! wB97M-V def2-TZVPD RIJCOSX def2/J DEFGRID3
* xyz -1 2
Cu 0.338 -0.766 2.291
O -2.797 -1.784 3.281
C -2.382 -1.643 2.145
O -1.159 -1.781 1.740
C -3.346 -1.322 1.012
C -4.677 -1.694 1.173
C -5.602 -1.473 0.167
C -5.199 -0.866 -1.016
C -3.882 -0.464 -1.171
C -2.938 -0.669 -0.164
P -1.198 -0.054 -0.369
C -1.428 1.579 -1.191
C -0.294 2.149 -1.782
C -0.304 3.459 -2.233
C -1.443 4.241 -2.081
C -2.565 3.701 -1.470
C -2.556 2.382 -1.025
C -0.727 -1.138 -1.787
C -0.211 -2.396 -1.468
C 0.147 -3.289 -2.466
C 0.008 -2.936 -3.802
C -0.494 -1.685 -4.131
C -0.861 -0.793 -3.130
H -4.961 -2.166 2.104
H -6.635 -1.773 0.302
H -5.912 -0.704 -1.816
H -3.578 0.017 -2.094
H 0.612 1.556 -1.865
H 0.585 3.879 -2.688
H -1.450 5.269 -2.423
H -3.452 4.307 -1.330
H -3.438 1.980 -0.542
H -0.100 -2.668 -0.424
H 0.545 -4.261 -2.202
H 0.295 -3.631 -4.583
H -0.602 -1.401 -5.171
H -1.249 0.181 -3.403
I 0.482 1.616 4.787
C -0.163 1.101 2.822
H 0.335 1.785 2.138
H -1.243 1.238 2.802
Br 8.886 0.556 2.976
C 7.038 0.307 2.591
C 6.562 0.635 1.332
C 5.214 0.448 1.061
C 4.359 -0.061 2.029
C 4.860 -0.377 3.286
C 6.205 -0.196 3.576
C 2.896 -0.253 1.700
O 2.469 0.108 0.606
O 2.196 -0.770 2.650
H 7.233 1.028 0.580
H 4.802 0.692 0.090
H 4.181 -0.762 4.035
H 6.601 -0.440 4.553
*
```

---

[7]
Formula: C27H20BrF5N3O2RuS
Source: the Open Molecules 2025 dataset
Level of theory: the ωB97M-V functional and the def2-TZVPD basis

Values from the calculation:
DFT total energy	-133928.477	eV

```
! wB97M-V def2-TZVPD RIJCOSX def2/J DEFGRID3
* xyz 1 1
Ru 0.161 -1.316 0.271
O 4.145 2.241 0.110
C 4.015 1.498 -1.036
C 4.565 1.892 -2.245
C 4.373 1.107 -3.372
C 3.632 -0.061 -3.291
C 3.085 -0.446 -2.075
C 3.268 0.325 -0.934
C 2.699 -0.044 0.425
O 2.063 -1.293 0.336
N 1.717 0.964 0.909
N 0.527 0.732 0.264
C -0.172 1.652 -0.270
C -1.313 1.280 -1.103
Br -1.023 -0.390 -2.015
C -2.418 1.980 -1.347
C -2.768 3.230 -0.661
C -3.458 4.216 -1.370
C -3.787 5.414 -0.761
C -3.455 5.632 0.571
C -2.800 4.646 1.294
C -2.459 3.449 0.684
H 4.760 2.968 -0.032
H 5.141 2.809 -2.303
H 4.808 1.413 -4.314
H 3.488 -0.677 -4.168
H 2.529 -1.370 -2.003
H 3.491 -0.086 1.169
H 2.069 1.904 0.731
H 0.115 2.699 -0.202
H -3.106 1.623 -2.105
H -3.723 4.044 -2.406
H -4.310 6.177 -1.321
H -3.724 6.564 1.049
H -2.568 4.801 2.339
H -1.989 2.668 1.271
S -3.926 -2.947 0.608
C -4.056 -1.303 1.088
C -2.851 -0.675 1.144
C -1.784 -1.532 0.756
C -2.228 -2.813 0.493
C -1.260 -3.860 0.230
C -1.511 -5.219 0.097
C -0.444 -6.078 -0.094
C 0.849 -5.569 -0.146
C 1.032 -4.208 -0.014
N -0.001 -3.376 0.160
H -5.029 -0.887 1.298
H -2.737 0.357 1.444
H -2.526 -5.587 0.155
H -0.616 -7.141 -0.194
H 1.704 -6.214 -0.281
H 2.013 -3.751 -0.032
F -0.320 -0.203 2.861
C 0.083 -1.399 2.368
F -0.770 -2.339 2.852
C 1.411 -1.778 3.101
F 2.362 -0.855 2.981
F 1.869 -2.945 2.634
F 1.159 -1.923 4.401
*
```

---

[8]
Formula: C27H20CeClF6N6O18S
Source: the Open Molecules 2025 dataset
Level of theory: the ωB97M-V functional and the def2-TZVPD basis

Values from the calculation:
expectation value of S²	0.751
DFT total energy	-126704.691	eV
energy above the lowest of the compared OMol25 structures with the same formula, charge and spin	0.0	kcal per mole

```
! wB97M-V def2-TZVPD RIJCOSX def2/J DEFGRID3
* xyz -2 2
Ce 0.264 -0.247 -0.351
O 3.463 2.357 -3.021
Cl 2.231 1.564 -2.969
O 2.687 0.272 -3.548
O 1.498 -1.663 -2.371
O 2.017 1.183 -1.521
N 3.934 -0.788 1.370
C 3.873 -1.313 0.083
C 5.058 -1.794 -0.468
C 5.003 -2.296 -1.755
C 3.803 -2.391 -2.389
C 2.687 -1.804 -1.801
N 2.730 -1.258 -0.594
C 2.993 -0.276 2.227
C 3.379 -0.238 3.537
C 2.670 0.466 4.444
C 1.623 1.242 4.016
C 1.221 1.062 2.701
N 1.905 0.355 1.783
H 4.764 -1.056 1.900
H 5.951 -1.856 0.082
H 5.885 -2.725 -2.206
H 3.747 -2.855 -3.343
H 1.704 -1.015 -3.124
H 4.245 -0.838 3.814
H 2.951 0.558 5.502
H 0.981 1.848 4.700
H 0.379 1.632 2.327
O -4.565 -0.986 -4.720
C -3.604 -0.941 -3.966
C -2.439 0.073 -4.089
O -2.211 0.897 -4.968
C -1.659 -0.158 -2.881
C -2.157 -1.229 -2.102
O -1.619 -1.566 -1.014
C -3.394 -1.732 -2.665
O -4.178 -2.530 -2.118
O -0.672 0.561 -2.512
C -3.527 -1.428 1.533
S -2.493 -0.647 2.805
C -3.590 0.827 3.130
O -1.329 -0.021 2.085
H -4.307 -1.958 2.059
H -2.804 -2.021 0.936
H -3.934 -0.711 0.779
H -4.236 0.539 3.914
H -4.145 1.135 2.283
H -2.852 1.580 3.453
O -2.343 7.477 -2.674
N -3.030 6.585 -2.175
O -4.283 6.636 -2.199
C -2.372 5.416 -1.626
C -1.020 5.560 -1.312
C -0.352 4.548 -0.668
C -0.938 3.232 -0.389
O -0.265 2.256 -0.009
C -2.377 3.227 -0.621
C -3.106 4.271 -1.199
N -3.116 2.068 -0.199
O -2.572 0.983 -0.310
O -4.280 2.203 0.159
N 1.035 4.714 -0.344
O 1.465 4.236 0.736
O 1.669 5.332 -1.180
H -0.409 6.406 -1.520
H -4.151 4.185 -1.347
C -0.513 -4.378 0.061
C 0.422 -3.610 0.997
O 0.436 -2.289 0.801
C 1.861 -4.236 0.850
F 2.763 -3.532 1.522
F 2.263 -4.328 -0.436
F 1.948 -5.503 1.323
C 0.020 -3.857 2.486
F -0.984 -3.087 2.806
F -0.409 -5.143 2.712
F 0.988 -3.569 3.430
H -0.413 -3.956 -0.905
H -1.603 -4.201 0.296
H -0.263 -5.460 -0.034
*
```